{"formula": "B3CsF12", "method": "ωB97M-V with the def2-TZVPD basis set", "homo_ha": -0.206, "spin_multiplicity": 1, "relative_energy_kj_mol": 293.64, "total_charge": -2, "species": ["Cs", "B", "F", "F", "F", "F", "B", "F", "F", "F", "F", "B", "F", "F", "F", "F"], "xyz": [[-1.449, 0.148, -2.033], [2.080, -4.598, -3.325], [1.569, -4.877, -4.512], [1.239, -3.843, -2.568], [2.450, -5.748, -2.736], [3.277, -3.824, -3.410], [2.628, 0.961, 1.916], [3.313, 0.590, 3.000], [2.166, 2.220, 1.996], [3.406, 0.744, 0.870], [1.569, 0.095, 1.714], [-4.455, 3.614, 1.841], [-5.335, 3.513, 0.787], [-4.566, 4.866, 2.395], [-4.725, 2.713, 2.744], [-3.166, 3.426, 1.320]], "mulliken_charge": [1.007, 0.582, -0.363, -0.393, -0.378, -0.450, 0.577, -0.386, -0.385, -0.368, -0.441, 0.583, -0.420, -0.406, -0.334, -0.425]}

---

{"formula": "B4CaF16", "method": "ωB97M-V with the def2-TZVPD basis set", "homo_ha": [-0.360, -0.337], "spin_multiplicity": 2, "relative_energy_kj_mol": 2.18, "total_charge": -1, "species": ["Ca", "B", "F", "F", "F", "F", "B", "F", "F", "F", "F", "B", "F", "F", "F", "F", "B", "F", "F", "F", "F"], "xyz": [[-0.214, -0.190, 0.316], [0.695, 1.830, 1.955], [-0.541, 1.125, 1.966], [1.653, 1.273, 1.112], [0.802, 3.085, 1.492], [1.172, 1.862, 3.295], [1.958, -1.535, -1.144], [2.711, -0.568, -1.663], [1.682, -1.394, 0.213], [0.695, -1.574, -1.651], [2.687, -2.624, -1.597], [-1.874, -2.108, 0.636], [-1.851, -1.560, -0.647], [-2.134, -1.218, 1.596], [-2.818, -3.162, 0.727], [-0.569, -2.430, 0.898], [-0.820, 1.864, -1.484], [-1.159, 1.562, -2.811], [0.353, 1.317, -1.297], [-0.799, 3.271, -1.313], [-1.631, 1.173, -0.599]], "mulliken_charge": [2.071, 0.422, -0.404, -0.293, -0.277, -0.370, 0.589, -0.094, -0.386, -0.254, -0.123, 0.330, -0.330, -0.246, -0.372, -0.273, 0.363, -0.377, -0.229, -0.350, -0.398]}

---

{"formula": "B4CsF16", "method": "ωB97M-V with the def2-TZVPD basis set", "homo_ha": -0.149, "spin_multiplicity": 1, "relative_energy_kj_mol": 94.17, "total_charge": -3, "species": ["Cs", "B", "F", "F", "F", "F", "B", "F", "F", "F", "F", "B", "F", "F", "F", "F", "B", "F", "F", "F", "F"], "xyz": [[0.802, -1.069, -0.439], [-0.724, 0.776, -4.519], [-1.555, -0.317, -4.380], [-0.953, 1.230, -5.778], [-1.037, 1.628, -3.505], [0.566, 0.406, -4.420], [4.935, 2.053, -0.387], [4.958, 0.797, -0.902], [3.623, 2.264, -0.016], [5.684, 2.170, 0.709], [5.297, 3.051, -1.321], [-0.241, 0.998, 4.612], [-0.834, 2.159, 5.103], [-0.430, 0.103, 5.599], [-0.792, 0.633, 3.416], [1.094, 1.275, 4.511], [-4.018, -3.641, 0.363], [-4.765, -2.868, 1.249], [-4.403, -3.271, -0.943], [-2.675, -3.482, 0.527], [-4.531, -4.895, 0.523]], "mulliken_charge": [1.003, 0.556, -0.401, -0.404, -0.381, -0.369, 0.615, -0.397, -0.410, -0.374, -0.434, 0.589, -0.430, -0.386, -0.379, -0.399, 0.603, -0.414, -0.428, -0.368, -0.393]}

---

{"formula": "B5CsF12H8", "method": "ωB97M-V with the def2-TZVPD basis set", "homo_ha": [-0.073, -0.044], "spin_multiplicity": 2, "total_charge": -3, "species": ["Cs", "B", "H", "H", "H", "H", "B", "H", "H", "H", "H", "B", "F", "F", "F", "F", "B", "F", "F", "F", "F", "B", "F", "F", "F", "F"], "xyz": [[-0.767, 0.237, 0.437], [-1.509, -2.702, -0.880], [-1.792, -3.105, 0.081], [-0.625, -2.122, -0.668], [-1.327, -3.569, -1.496], [-2.305, -2.047, -1.199], [0.092, -2.469, 2.445], [-0.229, -2.013, 3.369], [-0.246, -3.490, 2.541], [-0.538, -2.079, 1.661], [1.131, -2.497, 2.158], [-2.329, 0.993, -3.286], [-1.872, 1.185, -1.993], [-1.902, 2.124, -4.016], [-1.699, -0.144, -3.783], [-3.678, 0.809, -3.348], [1.580, 2.600, 2.774], [1.224, 3.728, 2.043], [0.602, 1.686, 2.569], [2.764, 2.103, 2.318], [1.684, 2.879, 4.104], [2.356, 1.587, -1.177], [3.188, 2.351, -0.350], [2.305, 0.245, -0.810], [1.069, 2.047, -1.057], [2.821, 1.662, -2.438]], "mulliken_charge": [1.278, 0.050, 0.043, -0.231, -0.194, -0.143, 0.793, -0.229, -0.203, -0.743, -0.230, 0.510, -0.296, -0.420, -0.442, -0.393, 0.528, -0.441, -0.361, -0.389, -0.394, 0.542, -0.417, -0.442, -0.390, -0.387]}

---

{"formula": "B5H20V", "method": "ωB97M-V with the def2-TZVPD basis set", "homo_ha": [-0.078, -0.081], "spin_multiplicity": 3, "relative_energy_kj_mol": 43.09, "total_charge": -2, "species": ["V", "B", "H", "H", "H", "H", "B", "H", "H", "H", "H", "B", "H", "H", "H", "H", "B", "H", "H", "H", "H", "B", "H", "H", "H", "H"], "xyz": [[-0.214, 0.003, -0.097], [0.448, 0.519, -2.353], [-0.416, -0.227, -2.029], [-0.015, 1.434, -2.991], [0.899, 0.984, -1.358], [1.288, -0.122, -2.927], [-1.359, -1.775, 0.638], [-0.307, -1.750, 1.145], [-1.881, -2.817, 0.935], [-1.915, -0.849, 1.092], [-1.263, -1.647, -0.528], [0.646, 0.976, 2.045], [-0.239, 0.183, 2.102], [0.599, 1.590, 3.092], [1.700, 0.400, 2.105], [0.471, 1.636, 1.083], [2.095, -1.230, -0.242], [2.091, -0.059, -0.143], [2.375, -1.665, 0.858], [1.002, -1.606, -0.521], [2.911, -1.691, -1.014], [-1.796, 1.557, -0.210], [-1.690, 1.295, 0.933], [-2.628, 2.418, -0.313], [-0.692, 1.833, -0.475], [-2.112, 0.609, -0.827]], "mulliken_charge": [-0.302, 0.148, 0.045, -0.239, 0.187, -0.218, -0.204, -0.034, -0.234, -0.097, 0.050, 0.095, -0.039, -0.222, -0.270, -0.103, 0.602, -0.205, -0.285, -0.027, -0.272, -0.058, -0.099, -0.251, 0.049, -0.018]}

---

Q: Which energy values were calculated for the entries above? A: -35208.255 -64649.902 -46761.134 -36681.415 -29387.715, in eV.